## a
C3H5N3O | ωB97M-V with the def2-TZVPD basis set

Computed properties:
SMILES: [H]/N=C(C)/N=N\C=O
HOMO in eV: -9.317

```
! RIJCOSX wB97M-V def2-TZVPD def2/J DEFGRID3
* xyz 0 1
H 0.217 1.966 0.040
N -0.291 1.115 0.274
C 0.440 0.087 0.234
C 1.896 -0.040 -0.088
N -0.176 -1.180 0.625
N -1.390 -1.296 0.456
C -2.232 -0.320 -0.188
O -2.403 -0.303 -1.379
H 2.010 -0.373 -1.126
H 2.362 -0.790 0.558
H 2.408 0.917 0.036
H -2.841 0.216 0.559
*
```

***

## b
C3H5N3O | ωB97M-V with the def2-TZVPD basis set

Computed properties:
SMILES: [H]/N=C1/NN=CCO1
HOMO in eV: -8.951

```
! RIJCOSX wB97M-V def2-TZVPD def2/J DEFGRID3
* xyz 0 1
H -2.788 0.829 0.120
N -2.461 -0.168 0.027
C -1.183 -0.188 -0.117
N -0.473 -1.348 -0.078
N 0.871 -1.430 -0.052
C 1.526 -0.357 -0.077
C 0.951 1.051 0.022
O -0.478 0.971 -0.184
H -0.982 -2.176 0.008
H 2.589 -0.546 0.079
H 1.149 1.539 0.982
H 1.277 1.823 -0.731
*
```

***

On energetic grounds, b is preferred over the next structure by 0.592 eV.

***

## a
C3H5N3O | ωB97M-V with the def2-TZVPD basis set

Computed properties:
SMILES: N=C=CNC(N)=O
HOMO in eV: -8.511

```
! RIJCOSX wB97M-V def2-TZVPD def2/J DEFGRID3
* xyz 0 1
N -0.148 -1.535 -1.725
C 0.584 -0.626 -1.315
C 0.968 0.552 -0.857
N 0.682 1.015 0.432
C -0.327 0.598 1.294
N -1.255 -0.259 0.780
O -0.352 1.002 2.445
H 0.239 -2.476 -1.678
H 1.549 1.210 -1.492
H 1.312 1.673 0.863
H -1.280 -0.603 -0.170
H -1.972 -0.550 1.422
*
```

***

## b
C3H5N3O | ωB97M-V with the def2-TZVPD basis set

Computed properties:
SMILES: Nc1c[nH]c(O)n1
HOMO in eV: -7.657

```
! RIJCOSX wB97M-V def2-TZVPD def2/J DEFGRID3
* xyz 0 1
N -1.108 1.912 0.101
C -0.494 0.668 -0.009
C 0.231 0.253 -1.086
N 0.890 -0.904 -0.653
C 0.488 -1.094 0.620
O 0.973 -2.137 1.310
N -0.364 -0.204 1.055
H -0.932 2.456 -0.731
H -2.070 1.955 0.405
H 0.142 0.513 -2.127
H 1.745 -1.273 -1.039
H 0.499 -2.146 2.154
*
```

***

On energetic grounds, b is preferred over the next structure by 0.823 eV.

***

## a
C3H5N3O | ωB97M-V with the def2-TZVPD basis set

Computed properties:
HOMO in eV: -9.370

```
! RIJCOSX wB97M-V def2-TZVPD def2/J DEFGRID3
* xyz 0 1
C 2.218 -0.242 -0.012
C 0.772 0.198 -0.145
C -1.267 -0.008 -0.152
H 2.641 -0.479 -1.009
H 2.474 -1.013 0.887
H 2.929 0.583 0.207
H -2.976 -1.266 -0.064
H -3.365 0.317 0.634
N 0.392 1.473 0.079
N -2.731 -0.160 -0.017
N -0.192 -0.741 -0.174
O -0.895 1.339 -0.234
*
```

***

## b
C3H5N3O | ωB97M-V with the def2-TZVPD basis set

Computed properties:
HOMO (spin up / spin down) in eV: -7.775 / -7.776

```
! RIJCOSX wB97M-V def2-TZVPD def2/J DEFGRID3
* xyz 0 1
C 0.681 0.572 -1.133
C -0.292 0.577 1.049
C 0.561 -0.535 1.565
O -1.519 -0.735 -0.343
N -1.002 0.575 -0.076
N 1.573 -0.241 0.901
N 0.740 -0.325 -1.929
H -2.278 -0.544 -0.908
H 0.224 -1.195 -1.917
H 1.067 1.557 -0.975
H -0.109 1.576 1.431
H 0.355 -1.281 2.335
*
```

***

On energetic grounds, a is preferred over the next structure by 4.304 eV.

***

## a
C3H5N3O | ωB97M-V with the def2-TZVPD basis set

Computed properties:
HOMO (spin up / spin down) in eV: -7.499 / -7.501

```
! RIJCOSX wB97M-V def2-TZVPD def2/J DEFGRID3
* xyz 0 1
N -1.892 -1.015 0.760
C -0.996 -0.711 -0.173
N 0.279 -1.017 0.027
C 1.196 -0.124 -0.156
O 2.515 -0.434 -0.236
C 0.763 1.210 -0.444
N -0.499 1.402 -0.236
H -1.650 -1.188 1.728
H -2.869 -0.888 0.556
H 2.576 -1.400 -0.209
H 1.444 1.914 -0.926
H -0.840 2.262 -0.666
*
```

***

## b
C3H5N3O | ωB97M-V with the def2-TZVPD basis set

Computed properties:
HOMO (spin up / spin down) in eV: -8.464 / -8.468

```
! RIJCOSX wB97M-V def2-TZVPD def2/J DEFGRID3
* xyz 0 1
C 0.787 0.371 0.328
C 2.243 0.523 0.008
C -1.221 -0.858 0.164
N 2.999 -1.639 0.610
N 2.717 1.682 -0.203
N 0.161 -0.651 0.026
O 3.058 -0.659 -0.091
H 0.413 1.226 0.751
H -1.959 -0.202 -0.483
H -1.375 -0.574 1.150
H -1.464 -1.899 0.112
H 3.739 1.595 -0.327
*
```

***

On energetic grounds, a is preferred over the next structure by 4.016 eV.

***

## a
C5H4Cl2 | ωB97M-V with the def2-TZVPD basis set

Computed properties:
HOMO in eV: -9.161

```
! RIJCOSX wB97M-V def2-TZVPD def2/J DEFGRID3
* xyz 0 1
C -1.175 -0.741 -0.357
C -0.529 0.089 0.577
C 0.602 0.171 1.253
C -1.173 1.368 0.608
C -1.491 2.603 0.762
H -0.975 -1.736 -0.022
H -2.214 -0.748 -0.395
H 0.885 0.925 2.054
H -1.723 3.881 0.267
Cl -0.398 -0.397 -2.058
Cl 1.964 -0.971 0.943
*
```

***

## b
C5H4Cl2 | ωB97M-V with the def2-TZVPD basis set

Computed properties:
SMILES: C#C/C(=C/Cl)CCl
HOMO in eV: -9.306

```
! RIJCOSX wB97M-V def2-TZVPD def2/J DEFGRID3
* xyz 0 1
C 2.472 -0.498 -0.332
C 1.279 -0.362 -0.259
C -0.126 -0.159 -0.027
C -0.966 -1.095 -0.407
Cl -2.637 -1.078 -0.180
C -0.557 1.109 0.665
Cl -1.293 2.245 -0.517
H 3.549 -0.705 -0.456
H -0.592 -1.972 -0.945
H -1.386 0.844 1.392
H 0.258 1.670 1.066
*
```

***

On energetic grounds, b is preferred over the next structure by 2.670 eV.

***

## a
C6H14N2O | ωB97M-V with the def2-TZVPD basis set

Computed properties:
SMILES: CC/C(C)=C(\N)[C@@H](N)O
HOMO in eV: -7.947

```
! RIJCOSX wB97M-V def2-TZVPD def2/J DEFGRID3
* xyz 0 1
C -2.944 0.138 -0.389
C -1.891 0.770 0.501
C -0.208 0.639 -0.093
C 0.324 1.840 -0.767
C 0.100 -0.569 0.193
N -0.358 -1.654 0.881
C 1.890 -0.768 -0.229
N 2.721 0.204 0.409
O 2.150 -2.117 0.185
H -3.951 0.389 -0.059
H -2.851 0.487 -1.422
H -2.868 -0.952 -0.392
H -2.008 1.848 0.554
H -1.929 0.381 1.515
H -0.347 2.156 -1.566
H 0.414 2.662 -0.065
H 1.303 1.643 -1.197
H -1.255 -2.027 0.554
H 0.345 -2.361 0.981
H 2.025 -0.692 -1.318
H 2.536 0.248 1.405
H 3.719 0.055 0.257
H 3.086 -2.322 0.063
*
```

***

## b
C6H14N2O | ωB97M-V with the def2-TZVPD basis set

Computed properties:
SMILES: C=C(N)N(O)C(C)(C)C
HOMO in eV: -7.910

```
! RIJCOSX wB97M-V def2-TZVPD def2/J DEFGRID3
* xyz 0 1
C -1.337 -2.097 0.184
C -0.109 -1.653 -0.086
N 0.739 -2.239 -1.017
N 0.389 -0.513 0.581
O 1.788 -0.654 0.845
C 0.008 0.835 0.100
C -0.790 0.760 -1.204
C 1.248 1.702 -0.139
C -0.854 1.466 1.202
H -1.744 -2.949 -0.329
H -1.969 -1.590 0.886
H 0.564 -3.214 -1.203
H 1.714 -2.024 -0.862
H 1.859 -0.688 1.809
H -1.027 1.766 -1.541
H -1.717 0.214 -1.061
H -0.211 0.259 -1.976
H 0.938 2.675 -0.509
H 1.900 1.239 -0.875
H 1.811 1.845 0.779
H -1.741 0.863 1.374
H -0.295 1.528 2.132
H -1.163 2.467 0.913
*
```

***

On energetic grounds, b is preferred over the next structure by 0.443 eV.

***

## a
C6H14N2O | ωB97M-V with the def2-TZVPD basis set

Computed properties:
HOMO (spin up / spin down) in eV: -7.602 / -7.600

```
! RIJCOSX wB97M-V def2-TZVPD def2/J DEFGRID3
* xyz 0 1
C -0.318 -0.909 0.268
C 0.423 2.039 0.577
C 0.136 1.385 -1.687
C -0.918 -0.686 1.633
C -1.222 -1.402 -0.832
N -0.226 1.115 -0.317
C 1.030 -0.720 0.041
O 0.516 -2.726 0.545
N 2.204 -0.547 -0.125
H 0.899 -2.783 1.432
H 2.546 0.376 -0.404
H 0.067 3.063 0.394
H 0.201 1.802 1.619
H -0.296 0.643 -2.360
H 1.231 1.416 -1.872
H -0.247 2.368 -1.997
H 1.529 2.084 0.466
H -1.637 0.130 1.574
H -1.421 -1.605 1.927
H -0.163 -0.449 2.380
H -1.956 -0.629 -1.058
H -1.713 -2.303 -0.474
H -0.663 -1.660 -1.728
*
```

***

## b
C6H14N2O | ωB97M-V with the def2-TZVPD basis set

Computed properties:
SMILES: C[C@H](/C=N/N(C)C)CO
HOMO in eV: -8.361

```
! RIJCOSX wB97M-V def2-TZVPD def2/J DEFGRID3
* xyz 0 1
C 2.479 1.501 0.165
C 1.735 0.094 -0.292
C 0.316 0.444 -0.188
N -0.566 -0.514 0.023
N -1.810 -0.195 0.281
C -2.859 -1.212 0.163
C -2.441 0.967 -0.233
C 2.295 -1.182 0.317
O 1.631 -2.229 -0.334
H 2.157 2.047 1.162
H 2.428 2.505 -0.570
H 3.594 1.242 0.288
H 1.958 -0.082 -1.391
H -0.007 1.511 0.007
H -3.817 -0.887 0.710
H -2.372 -2.080 0.564
H -3.005 -1.556 -0.808
H -2.543 1.961 0.452
H -3.572 0.661 -0.168
H -2.081 1.387 -1.343
H 2.459 -1.177 1.524
H 3.406 -1.331 0.102
H 0.615 -1.876 -0.431
*
```

***

## c
C6H14N2O | ωB97M-V with the def2-TZVPD basis set

Computed properties:
HOMO in eV: -7.879

```
! RIJCOSX wB97M-V def2-TZVPD def2/J DEFGRID3
* xyz 0 1
C -0.879 0.327 1.095
C -0.176 -0.949 1.595
C -2.394 0.247 1.391
N -0.605 0.505 -0.333
C -0.336 1.466 1.857
N 0.091 2.371 2.424
H -0.296 -0.472 -0.874
H -1.361 0.953 -0.841
H 0.902 -0.854 1.479
H -2.898 1.142 1.026
H -0.411 -1.129 2.644
H -0.499 -1.795 0.987
H -2.810 -0.609 0.860
H -2.580 0.124 2.457
C 1.908 -1.371 -2.265
C 1.048 1.245 -1.043
O 0.850 -1.104 -1.419
H 2.532 -2.172 -1.835
H 1.627 -1.678 -3.289
H 0.897 1.290 -2.113
H 1.969 0.795 -0.704
H 0.823 2.207 -0.594
H 2.598 -0.538 -2.506
*
```

***

## d
C6H14N2O | ωB97M-V with the def2-TZVPD basis set

Computed properties:
SMILES: CC(C)=[NH+][O-].C/C=N/C
HOMO (spin up / spin down) in eV: -7.834 / -7.832

```
! RIJCOSX wB97M-V def2-TZVPD def2/J DEFGRID3
* xyz 0 1
C -1.374 1.362 -2.175
C -0.289 0.347 -2.034
C -0.359 -0.906 -2.836
N 0.745 0.516 -1.242
O 1.017 1.753 -0.959
H -1.232 2.164 -1.455
H -2.346 0.896 -1.998
H -1.391 1.786 -3.181
H -1.387 -1.259 -2.924
H 0.246 -1.692 -2.389
H 0.016 -0.722 -3.842
H 1.059 -0.234 -0.608
C 1.062 -2.119 2.499
C 0.748 -0.668 2.633
N 0.129 -0.038 1.737
C -0.223 1.341 1.931
H 0.672 -2.669 3.357
H 0.628 -2.519 1.585
H 2.144 -2.264 2.480
H 1.100 -0.181 3.557
H 0.078 1.739 2.910
H -1.303 1.444 1.814
H 0.260 1.921 1.140
*
```

***

On energetic grounds, d is preferred over the next structure by 1.045 eV.

***

## a
C2H12N2O3 | ωB97M-V with the def2-TZVPD basis set

Computed properties:
SMILES: N/C=C/N.O.O.O
HOMO in eV: -7.653

```
! RIJCOSX wB97M-V def2-TZVPD def2/J DEFGRID3
* xyz 0 1
N -0.399 2.117 -0.129
C 0.142 0.803 -0.018
C 0.657 0.071 -1.044
N 1.244 -1.227 -0.865
H -1.289 2.113 0.355
H -0.502 2.427 -1.089
H 0.029 0.313 1.036
H 0.587 0.440 -2.047
H 1.988 -1.209 -0.117
H 1.759 -1.592 -1.769
O 2.881 0.128 1.226
H 2.136 0.695 1.051
H 3.572 0.695 1.305
O -1.417 -1.833 0.229
H -1.697 -2.756 -0.104
H -0.541 -1.726 -0.111
O -2.901 0.542 0.717
H -2.413 -0.261 0.478
H -3.836 0.260 0.897
*
```

***

## b
C2H12N2O3 | ωB97M-V with the def2-TZVPD basis set

Computed properties:
SMILES: C/N=C\N.O.O.O
HOMO in eV: -8.828

```
! RIJCOSX wB97M-V def2-TZVPD def2/J DEFGRID3
* xyz 0 1
C -0.669 -0.348 2.238
N -0.283 -1.288 1.178
C -1.049 -1.778 0.319
N -2.293 -1.181 -0.112
H -0.124 -0.571 3.148
H -0.342 0.635 1.910
H -1.716 -0.479 2.490
H -1.006 -2.840 0.063
H -2.327 -0.289 0.365
H -2.200 -0.995 -1.102
O 2.149 3.842 1.201
H 2.604 4.680 1.144
H 2.791 3.281 0.774
O 1.061 -1.930 -3.972
H 1.577 -2.150 -3.196
H 0.149 -1.832 -3.696
O 0.347 1.383 -0.750
H 0.654 1.286 -1.662
H 0.679 0.574 -0.340
*
```

***

On energetic grounds, a is preferred over the next structure by 0.659 eV.

***

## a
C2H12N2O3 | ωB97M-V with the def2-TZVPD basis set

Computed properties:
SMILES: C/N=C\N.O.O.O
HOMO in eV: -9.319

```
! RIJCOSX wB97M-V def2-TZVPD def2/J DEFGRID3
* xyz 0 1
C 1.255 -1.474 1.169
N 2.113 -2.033 0.162
C 2.577 -3.201 0.289
N 2.443 -4.115 1.342
H 1.271 -1.991 2.139
H 0.207 -1.436 0.858
H 1.458 -0.433 1.432
H 3.153 -3.595 -0.547
H 1.846 -3.797 2.090
H 3.332 -4.443 1.689
O -2.107 5.062 -2.620
H -1.373 5.600 -2.329
H -2.413 4.462 -1.937
O -0.379 5.408 -0.066
H -0.977 5.664 -0.774
H 0.308 6.082 0.012
O -4.386 -2.225 -1.085
H -3.951 -1.591 -1.656
H -4.376 -1.945 -0.169
*
```

***

## b
C2H12N2O3 | ωB97M-V with the def2-TZVPD basis set

Computed properties:
HOMO in eV: -7.879

```
! RIJCOSX wB97M-V def2-TZVPD def2/J DEFGRID3
* xyz 0 1
C 0.263 1.180 0.526
N -0.726 2.194 -0.194
C -2.074 1.938 0.177
N -2.699 0.779 -0.560
H 0.510 0.398 -0.190
H -0.226 0.795 1.413
H 1.132 1.795 0.813
H -1.974 1.608 1.226
H -2.852 2.699 0.252
H -3.675 0.947 -0.801
H 2.496 -1.152 2.371
H 2.148 -1.566 0.821
O 2.166 -0.796 1.519
H -0.201 -1.382 -2.126
H 0.969 -1.960 -1.108
O 0.116 -1.464 -1.215
H -2.175 0.658 -1.438
H 2.700 -3.303 0.157
O 2.225 -2.619 -0.315
*
```

***

On energetic grounds, a is preferred over the next structure by 6.720 eV.

***

## a
C5H13NO2 | ωB97M-V with the def2-TZVPD basis set

Computed properties:
HOMO (spin up / spin down) in eV: -14.514 / -14.589

```
! RIJCOSX wB97M-V def2-TZVPD def2/J DEFGRID3
* xyz 1 2
N 0.557 0.224 1.487
C -0.717 0.695 1.177
C -0.863 1.156 -0.104
C 0.339 1.045 -1.057
C 0.773 2.043 -1.772
C -1.963 0.341 1.941
H 0.717 -0.357 2.280
H 1.317 0.351 0.770
H -1.693 1.608 -0.699
H 0.686 0.037 -1.135
H 1.431 1.885 -2.571
H 0.293 3.039 -1.690
H -2.078 0.801 2.938
H -2.090 -0.721 2.237
H -2.897 0.743 1.461
H 2.949 -0.638 -1.556
H 2.534 -1.509 -2.672
O 3.168 -0.774 -2.539
H -1.119 -2.557 0.385
H -0.564 -3.932 0.947
O -0.781 -3.480 0.172
*
```

***

## b
C5H13NO2 | ωB97M-V with the def2-TZVPD basis set

Computed properties:
HOMO (spin up / spin down) in eV: -15.218 / -15.078

```
! RIJCOSX wB97M-V def2-TZVPD def2/J DEFGRID3
* xyz 1 2
C 1.375 0.851 -1.269
C 0.590 0.086 -0.057
C -0.458 1.171 0.439
C -1.343 0.780 1.590
O 0.391 2.161 1.064
N -0.026 -0.906 -0.947
C -0.457 -2.138 -0.257
O 0.671 -2.850 0.126
H 2.212 1.488 -1.044
H 0.705 1.602 -1.713
H 1.777 0.103 -1.997
H 1.217 -0.218 0.787
H -0.877 1.448 -0.585
H -0.666 0.832 2.530
H -1.509 -0.300 1.476
H -2.436 1.047 1.701
H 0.573 2.835 0.371
H -0.763 -0.346 -1.463
H -1.063 -1.870 0.607
H -1.184 -2.841 -0.711
H 1.272 -2.936 -0.648
*
```

***

On energetic grounds, a is preferred over the next structure by 1.091 eV.

***

## a
H17O9 | ωB97M-V with the def2-TZVPD basis set

Computed properties:
HOMO in eV: -6.195

```
! RIJCOSX wB97M-V def2-TZVPD def2/J DEFGRID3
* xyz -1 1
O 12.417 -6.720 -14.597
H 11.653 -7.269 -14.411
O 10.663 -9.239 -14.212
H 10.933 -8.998 -15.103
H 10.224 -10.113 -14.333
O 14.486 -5.727 -12.723
H 14.674 -6.378 -12.035
H 13.789 -6.128 -13.293
O 11.233 -5.924 -12.358
H 11.872 -5.838 -11.673
H 11.736 -6.277 -13.094
O 13.492 -8.644 -13.118
H 13.042 -8.082 -13.774
H 12.885 -9.402 -13.096
O 12.797 -4.186 -15.026
H 12.748 -5.116 -14.786
H 13.640 -3.839 -14.650
O 8.590 -7.300 -14.364
H 7.835 -7.218 -14.972
H 9.063 -8.063 -14.671
O 10.635 -5.785 -16.101
H 10.137 -6.460 -16.555
H 11.343 -6.223 -15.567
O 14.623 -7.302 -15.994
H 13.836 -7.237 -15.478
H 14.831 -8.229 -16.193
*
```

***

## b
H17O9 | ωB97M-V with the def2-TZVPD basis set

Computed properties:
HOMO in eV: -5.825

```
! RIJCOSX wB97M-V def2-TZVPD def2/J DEFGRID3
* xyz -1 1
O -2.418 -0.383 -2.410
H 1.677 -0.369 2.906
H 1.214 -1.095 -1.627
O -0.906 1.946 0.243
H -0.335 1.179 0.000
O 2.426 1.391 1.483
H 2.345 0.752 0.758
H 1.526 1.418 1.811
O 0.950 0.286 -0.817
H -1.373 0.091 2.245
H -1.643 -2.959 0.638
O 1.315 -2.010 -2.070
H -2.768 -0.684 -1.585
H 1.792 0.726 -0.942
O -0.866 0.721 2.742
H -2.779 -1.978 0.792
H -0.789 1.501 2.181
O 1.687 -0.265 3.867
H 0.751 -0.041 3.969
H -0.530 2.765 -0.070
O 0.449 0.946 -3.410
H 0.668 0.572 -2.508
H 0.682 1.847 -3.494
O -2.595 -2.894 0.570
H 1.465 -1.761 -2.989
H -2.656 0.512 -2.617
*
```

***

On energetic grounds, b is preferred over the next structure by 0.597 eV.

***

## a
CH3NO2S2 | ωB97M-V with the def2-TZVPD basis set

Computed properties:
HOMO in eV: -8.479

```
! RIJCOSX wB97M-V def2-TZVPD def2/J DEFGRID3
* xyz 0 1
C 0.360 1.322 1.288
N 0.385 0.125 0.786
O 0.714 -0.882 1.715
O 0.387 -0.179 -0.420
S 0.322 2.788 1.808
S -1.897 -0.372 -2.314
H 1.433 -1.520 1.275
H -0.953 -1.187 -2.728
H -0.752 -0.094 -1.409
*
```

***

## b
CH3NO2S2 | ωB97M-V with the def2-TZVPD basis set

Computed properties:
HOMO in eV: -9.032

```
! RIJCOSX wB97M-V def2-TZVPD def2/J DEFGRID3
* xyz 0 1
C 0.236 -0.318 -0.003
N -2.986 0.205 -0.385
O -2.416 -0.980 0.029
O -0.645 -2.646 0.632
S -4.429 0.586 0.156
S -0.818 -1.747 -0.462
H 0.754 -0.549 0.866
H 0.682 0.042 -0.853
H -0.596 0.253 0.193
*
```

***

On energetic grounds, b is preferred over the next structure by 1.454 eV.